The following is a DFT calculation (ωB97M-V/def2-TZVPD) of a single C16H16N2O2S2 molecule at a distorted geometry.

Positions of all 38 atoms, in Å:
C  -2.23679  -3.38049  1.22787
C  -2.31126  -2.10385  0.39572
C  -3.10957  -2.18549  -0.70807
C  -3.21807  -0.95192  -1.50811
C  -2.72707  0.16556  -1.15624
C  -2.85655  1.58624  -1.75157
C  -2.13919  0.26004  0.23971
S  -1.61577  1.86552  1.12520
O  -2.69321  2.74339  0.99246
O  -1.07037  1.39227  2.44681
N  -0.46501  2.26457  0.06667
C  0.78895  1.95705  0.08107
C  1.87907  2.89325  -0.20922
C  3.08752  2.50849  -0.22556
C  3.51090  1.37798  -0.13452
S  5.03179  0.24137  -0.09581
C  4.06118  -0.99534  0.43840
C  4.95047  -2.22290  0.51247
N  2.86564  -1.00233  0.29163
C  2.42928  0.32210  0.29717
C  1.23493  0.78452  0.16048
C  -1.89642  -0.80103  0.93508
H  -2.50183  -3.05160  2.22987
H  -2.88025  -4.15938  0.54588
H  -1.24777  -3.67808  1.35642
H  -3.37022  -2.95696  -1.45958
H  -3.65663  -0.84114  -2.64104
H  -3.29048  2.61202  -1.04603
H  -2.03619  2.03034  -2.25418
H  -3.58120  1.34672  -2.67398
H  -0.66657  3.28972  -0.13479
H  1.59493  4.07675  -0.50430
H  3.91305  3.23572  -0.67812
H  5.46711  -2.50261  -0.27003
H  5.65493  -2.06036  1.04130
H  4.36028  -3.13703  0.65124
H  0.39295  -0.00234  0.46304
H  -1.65259  -0.92080  1.95269

The charge is 0. The calculation puts the LUMO energy at 0.3633 eV. Its energy relative to the best compared isomer or geometry (same formula, charge and spin) is 1103.8 kJ/mol. Its SMILES is Cc1ccc(C)c(S(=O)(=O)Nc2ccc3sc(C)nc3c2)c1. The max |F| is 17.26 eV Å⁻¹. Its spin multiplicity is 1.

What are the Mulliken partial charges on each atom? They are as follows, in elementary charge units: atom 1 (C): -1.115, atom 2 (C): 0.753, atom 3 (C): -1.030, atom 4 (C): -0.222, atom 5 (C): 0.136, atom 6 (C): -1.099, atom 7 (C): 0.217, atom 8 (S): 1.247, atom 9 (O): -0.676, atom 10 (O): -0.650, atom 11 (N): -0.079, atom 12 (C): 0.284, atom 13 (C): -0.875, atom 14 (C): 0.263, atom 15 (C): -0.323, atom 16 (S): -0.240, atom 17 (C): 0.969, atom 18 (C): -2.028, atom 19 (N): -0.510, atom 20 (C): -0.007, atom 21 (C): 0.521, atom 22 (C): -0.095, atom 23 (H): 0.322, atom 24 (H): 0.280, atom 25 (H): 0.345, atom 26 (H): 0.256, atom 27 (H): 0.082, atom 28 (H): 0.167, atom 29 (H): 0.331, atom 30 (H): 0.286, atom 31 (H): 0.359, atom 32 (H): 0.027, atom 33 (H): 0.180, atom 34 (H): 0.590, atom 35 (H): 0.678, atom 36 (H): 0.333, atom 37 (H): -0.116, atom 38 (H): 0.439

The following is a DFT calculation (ωB97M-V/def2-TZVPD) of a single C16H16N2O3 molecule.

Positions of all 37 atoms, in Å:
O  -2.54556  -1.54148  1.35033
C  -1.74835  -0.66202  1.04559
N  -1.96835  0.63864  1.34862
C  -3.19850  1.07993  1.95618
C  -4.24094  1.52933  0.91982
O  -3.70436  2.65623  0.25178
C  -4.58468  0.40648  -0.08268
O  -5.05816  -0.75075  0.53393
C  -0.47701  -0.95908  0.34034
C  -0.43106  -2.14084  -0.41347
C  0.69677  -2.51643  -1.10982
C  1.80790  -1.68820  -1.03295
N  3.04119  -1.82104  -1.60944
C  3.83415  -0.76196  -1.23882
C  5.14795  -0.47986  -1.57828
C  5.71200  0.67011  -1.05932
C  4.98947  1.51968  -0.22407
C  3.68025  1.24293  0.11655
C  3.09084  0.09261  -0.39182
C  1.78736  -0.50006  -0.26032
C  0.63937  -0.13599  0.42548
H  -1.41757  1.35383  0.90232
H  -2.97970  1.92406  2.61396
H  -3.60485  0.25310  2.54182
H  -5.15558  1.80590  1.46694
H  -4.33190  2.95255  -0.41539
H  -5.38596  0.75941  -0.74242
H  -3.69829  0.20396  -0.70318
H  -4.29882  -1.21298  0.94354
H  -1.31659  -2.75774  -0.43287
H  0.71686  -3.42591  -1.69109
H  3.32713  -2.58118  -2.20239
H  5.71051  -1.13637  -2.22539
H  6.73417  0.91623  -1.30564
H  5.46632  2.40837  0.16149
H  3.12499  1.90392  0.76475
H  0.63900  0.75463  1.03589

The charge is 0. The calculation puts the LUMO energy at 0.5155 eV. Its energy relative to the best compared isomer or geometry (same formula, charge and spin) is 0.0 kJ/mol. Its SMILES is O=C(NC[C@@H](O)CO)c1ccc2[nH]c3ccccc3c2c1. The max |F| is 0.66 eV Å⁻¹. Its spin multiplicity is 1.

What are the Mulliken partial charges on each atom? They are as follows, in elementary charge units: atom 1 (O): -0.798, atom 2 (C): 0.532, atom 3 (N): -0.081, atom 4 (C): -1.192, atom 5 (C): 0.502, atom 6 (O): -0.577, atom 7 (C): -0.810, atom 8 (O): -0.598, atom 9 (C): 0.328, atom 10 (C): -0.766, atom 11 (C): -1.145, atom 12 (C): -0.267, atom 13 (N): 0.004, atom 14 (C): -0.283, atom 15 (C): -0.785, atom 16 (C): -0.461, atom 17 (C): -0.785, atom 18 (C): -0.352, atom 19 (C): 0.683, atom 20 (C): 0.907, atom 21 (C): -0.220, atom 22 (H): 0.267, atom 23 (H): 0.358, atom 24 (H): 0.448, atom 25 (H): 0.324, atom 26 (H): 0.325, atom 27 (H): 0.424, atom 28 (H): 0.310, atom 29 (H): 0.458, atom 30 (H): 0.486, atom 31 (H): 0.385, atom 32 (H): 0.184, atom 33 (H): 0.386, atom 34 (H): 0.381, atom 35 (H): 0.388, atom 36 (H): 0.442, atom 37 (H): 0.599

The following is a DFT calculation (ωB97M-V/def2-TZVPD) of a single C16H16N2OS molecule.

Positions of all 36 atoms, in Å:
C  4.40079  -1.75507  2.75106
C  3.15004  -1.97310  1.95019
C  3.17561  -2.89022  0.88766
C  2.06503  -3.14387  0.11527
C  0.89692  -2.45662  0.41969
N  -0.34054  -2.49978  -0.15232
C  -1.16988  -1.63574  0.50909
C  -0.49055  -1.01313  1.51645
C  -1.00702  0.01079  2.47803
C  -2.07963  0.91154  1.85870
N  -1.60712  1.53508  0.64673
C  -2.13689  1.26257  -0.56637
O  -3.14307  0.59245  -0.72422
C  -1.43001  1.85841  -1.71233
C  -1.84313  1.80007  -3.01454
C  -0.96323  2.44540  -3.90459
C  0.11253  2.98457  -3.27307
S  0.07365  2.71695  -1.57948
C  0.84355  -1.52519  1.48325
C  1.98820  -1.29240  2.24689
H  4.23881  -1.01747  3.53313
H  4.72204  -2.68699  3.21550
H  5.20974  -1.40807  2.10879
H  4.09925  -3.41028  0.67740
H  2.09873  -3.85393  -0.69837
H  -0.60497  -3.06654  -0.93931
H  -2.18887  -1.51832  0.19546
H  -0.16991  0.62702  2.81691
H  -1.43284  -0.47796  3.35965
H  -2.96407  0.33299  1.58661
H  -2.37165  1.68615  2.57687
H  -0.73057  2.03100  0.70071
H  -2.75394  1.30781  -3.30282
H  -1.12185  2.50626  -4.96628
H  0.93406  3.52726  -3.69748
H  1.96316  -0.58875  3.06697

The charge is 0. The calculation puts the LUMO energy at 0.5670 eV. Its energy relative to the best compared isomer or geometry (same formula, charge and spin) is 2.3 kJ/mol. Its SMILES is Cc1ccc2[nH]cc(CCNC(=O)c3cccs3)c2c1. The max |F| is 0.69 eV Å⁻¹. Its spin multiplicity is 1.

What are the Mulliken partial charges on each atom? They are as follows, in elementary charge units: atom 1 (C): -1.537, atom 2 (C): 0.867, atom 3 (C): -0.650, atom 4 (C): -1.004, atom 5 (C): -0.739, atom 6 (N): 0.062, atom 7 (C): -1.129, atom 8 (C): 0.939, atom 9 (C): -0.503, atom 10 (C): -0.990, atom 11 (N): -0.063, atom 12 (C): 0.600, atom 13 (O): -0.682, atom 14 (C): 0.131, atom 15 (C): -0.450, atom 16 (C): -0.454, atom 17 (C): -0.379, atom 18 (S): -0.209, atom 19 (C): 1.093, atom 20 (C): -0.614, atom 21 (H): 0.345, atom 22 (H): 0.335, atom 23 (H): 0.341, atom 24 (H): 0.406, atom 25 (H): 0.372, atom 26 (H): 0.182, atom 27 (H): 0.506, atom 28 (H): 0.336, atom 29 (H): 0.298, atom 30 (H): 0.414, atom 31 (H): 0.361, atom 32 (H): 0.202, atom 33 (H): 0.475, atom 34 (H): 0.401, atom 35 (H): 0.437, atom 36 (H): 0.300